No. 1
A molecular structure, C38H32F6N5OP2SScSe. Source: the Open Molecules 2025 dataset; level of theory: the ωB97M-V functional and the def2-TZVPD basis.

XYZ file:
```
87
Properties=species:S:1:pos:R:3:forces:R:3
Sc 0.424334 0.511319 -0.119494 0.4 0.4 -0.1
N 3.144193 2.729135 -2.654114 0.0 0.0 0.0
C 2.564725 1.721334 -1.997785 -0.1 -0.1 0.1
S 0.875046 1.387868 -2.362199 0.1 0.2 -0.3
N 3.293452 1.005205 -1.175250 0.2 0.0 0.0
N 2.526633 0.031609 -0.616480 0.0 -0.2 0.1
C 3.033876 -1.102349 -0.278118 -0.1 0.2 -0.1
C 4.467370 -1.439987 -0.360979 0.0 0.0 0.0
C 4.888867 -2.605957 -0.998770 0.0 0.0 0.0
C 6.239605 -2.902412 -1.086837 0.0 0.0 0.0
C 7.176359 -2.045854 -0.526672 0.0 0.0 0.0
C 6.761465 -0.882367 0.107532 0.0 0.0 0.0
C 5.414063 -0.572396 0.180674 0.0 0.0 0.0
C 2.006207 -2.105820 0.089335 -0.1 0.0 -0.1
C 2.303272 -3.350005 0.614080 0.0 0.0 0.0
C 1.282502 -4.278724 0.767219 0.0 0.0 0.0
C -0.000057 -3.943432 0.372447 0.0 0.0 0.0
C -0.231088 -2.656912 -0.082384 -0.1 0.1 0.1
N 0.733105 -1.742713 -0.194331 -0.1 -0.3 0.1
H 2.582896 3.349955 -3.208191 0.0 0.0 0.0
H 4.088940 2.985964 -2.420263 0.0 0.0 0.0
H 4.164093 -3.271245 -1.451285 0.0 0.0 0.0
H 6.560550 -3.799962 -1.597897 0.0 0.0 0.0
H 8.230483 -2.279376 -0.592496 0.0 0.0 0.0
H 7.491507 -0.207813 0.534234 0.0 0.0 0.0
H 5.091300 0.348444 0.647910 0.0 0.0 0.0
H 3.320563 -3.584592 0.890992 0.0 0.0 0.0
H 1.497217 -5.257706 1.174247 0.0 0.0 0.0
H -0.814161 -4.651096 0.428048 0.0 0.0 0.0
H -1.225453 -2.330351 -0.356491 0.0 0.0 0.0
O -2.361240 -2.033356 2.559750 0.1 0.0 0.1
N -2.749686 -1.392508 1.399456 0.0 0.0 0.0
C -3.687560 -1.959648 0.763674 0.0 0.0 0.0
C -4.296084 -1.467782 -0.475022 0.0 0.1 0.0
C -5.437962 -2.179255 -0.851161 0.0 0.0 0.0
C -6.207589 -1.806345 -1.935474 0.0 0.0 0.0
C -5.839357 -0.688740 -2.659071 0.0 0.0 0.0
C -4.697838 0.015332 -2.309388 0.1 0.0 0.0
C -3.883407 -0.355253 -1.237229 -0.1 0.0 -0.1
P -2.444998 0.750608 -0.846113 -0.1 -0.1 0.1
C -2.233135 1.689936 -2.397217 0.0 0.1 0.1
C -2.138571 3.078815 -2.384915 0.1 0.0 0.0
C -1.842320 3.766571 -3.553078 0.0 0.0 0.0
C -1.631104 3.076125 -4.736593 0.0 0.0 0.0
C -1.703957 1.689271 -4.750948 0.0 0.0 0.0
C -1.993915 1.000162 -3.586376 0.0 0.0 0.0
C -3.284320 1.916649 0.282829 0.0 0.0 0.1
C -4.291478 2.760099 -0.188998 0.0 -0.1 0.0
C -4.953490 3.611713 0.677493 0.0 0.0 0.0
C -4.625187 3.624261 2.027636 0.0 0.0 0.0
C -3.637033 2.781089 2.507390 0.0 0.0 0.0
C -2.972281 1.929384 1.637539 0.0 0.0 -0.1
H -2.976922 -2.764648 2.743497 0.0 0.0 0.0
H -4.121875 -2.885008 1.156749 0.0 0.0 0.0
H -5.734223 -3.036231 -0.258604 0.0 0.0 0.0
H -7.089198 -2.373946 -2.199705 0.0 0.0 0.0
H -6.435866 -0.355215 -3.497626 0.0 0.0 0.0
H -4.436559 0.879295 -2.901988 0.0 0.0 0.0
H -2.282105 3.628486 -1.463394 0.0 0.0 -0.1
H -1.776302 4.846153 -3.532756 0.0 0.0 0.0
H -1.404363 3.614238 -5.647335 0.0 0.0 0.0
H -1.525722 1.143641 -5.667939 0.0 0.0 0.0
H -2.036308 -0.083568 -3.605405 0.0 0.0 0.0
H -4.551030 2.763191 -1.240585 0.0 0.0 0.0
H -5.725009 4.268965 0.299264 0.0 0.0 0.0
H -5.139999 4.295089 2.702561 0.0 0.0 0.0
H -3.374185 2.789003 3.556646 0.0 0.0 0.0
H -2.208344 1.272109 2.021485 0.1 -0.1 0.0
Se 0.119397 -0.171909 2.675559 0.1 -0.1 0.1
C 1.707209 -1.003595 3.267904 -0.1 -0.1 0.1
C 1.551682 -2.020704 4.216409 -0.1 0.0 0.0
C 2.654290 -2.727713 4.662293 0.0 0.0 0.0
C 3.921362 -2.399727 4.195838 -0.1 0.0 0.0
C 4.082831 -1.361340 3.285767 0.1 0.0 0.0
C 2.984459 -0.665000 2.812447 -0.1 0.1 0.0
H 0.562829 -2.252841 4.590729 0.0 0.0 0.0
H 2.529150 -3.520180 5.387771 0.0 0.0 0.0
H 4.785992 -2.940548 4.556690 0.0 0.0 0.0
H 5.073728 -1.094919 2.941932 0.0 0.0 0.0
H 3.112909 0.159442 2.123603 0.0 0.0 0.0
F -0.211474 2.381288 0.522157 -0.1 0.1 0.0
P 1.010851 3.404476 1.354012 -0.2 -0.1 -0.1
F 0.393862 2.816503 2.705145 0.0 0.0 0.0
F 2.153454 4.166444 2.097083 0.0 0.0 0.0
F 1.532001 3.790712 -0.094936 0.0 0.0 0.0
F 1.914863 2.000424 1.226992 -0.1 -0.1 -0.1
F -0.040739 4.570738 1.336872 0.0 0.0 0.0
```
Forces are in eV/Å.

Its multiplicity is 2. As for the LUMO energy (spin up / spin down): -0.1281 / -0.1764 Eh. Its energy above the lowest of the compared OMol25 structures with the same formula, charge and spin is 67.9 kJ/mol. The value obtained for the calculated total energy is -181190.60593 eV. The net charge is +1.


No. 2
2 unconnected molecules or ions with the total composition C3H9N2S2 in a non-equilibrium geometry. Source: the Open Molecules 2025 dataset; level of theory: the ωB97M-V functional and the def2-TZVPD basis.

XYZ file:
```
16
Properties=species:S:1:pos:R:3:forces:R:3
C -0.646544 -0.125566 2.137250 -1.0 1.6 1.2
C -1.222806 -0.762346 1.123083 0.3 -0.2 1.3
C -0.513387 -0.990116 -0.118926 -1.0 1.7 -0.6
N 0.969627 1.629972 -0.439118 -1.9 1.9 -1.8
N 0.772825 -0.977114 -0.196719 -0.5 -1.0 0.2
S -0.353860 -0.466524 -3.013763 0.5 -0.3 -0.2
S -1.620985 -0.726336 -1.441436 0.6 -0.7 0.2
H -1.226563 0.241207 3.077731 1.2 -1.0 -1.9
H 0.301326 0.348578 1.933771 0.5 -0.2 0.7
H -2.273902 -0.903080 1.211102 -0.7 -0.8 -0.4
H 1.211928 1.758231 0.487242 1.0 0.0 2.7
H 0.199749 2.371058 -0.458334 1.2 -1.2 -0.7
H 1.764470 2.039561 -0.924206 -0.2 0.1 -0.3
H 1.255334 -0.900181 0.699316 0.3 -0.2 -0.7
H 1.218826 -0.818231 -1.106081 0.0 0.1 0.6
H 0.163962 -1.719112 -2.970911 -0.3 0.1 -0.3
```
Forces are in eV/Å.

Its multiplicity is 1. As for the LUMO energy: -0.1783 Eh. Its energy above the lowest of the compared OMol25 structures with the same formula, charge and spin is 95.4 kJ/mol. The value obtained for the calculated total energy is -27899.89415 eV. The net charge is +1.


No. 3
11 unconnected molecules or ions with the total composition C33H60O33 in a non-equilibrium geometry. Source: the Open Molecules 2025 dataset; level of theory: the ωB97M-V functional and the def2-TZVPD basis.

XYZ file:
```
126
Properties=species:S:1:pos:R:3:forces:R:3
C 0.485851 -3.342343 6.104883 -0.8 0.5 3.2
C -0.892158 -4.027976 6.171890 0.5 1.0 3.1
O -1.247864 -4.098339 4.884675 0.4 0.2 -5.2
C -0.324516 -3.389778 4.060147 -2.7 0.8 -3.0
O -0.552166 -3.080950 2.859036 0.8 -1.6 4.7
O 0.700849 -2.969009 4.784240 -0.1 -1.2 -1.7
H 1.164838 -4.025595 6.615022 0.9 0.2 -0.9
H 0.510843 -2.370824 6.598463 -0.1 -0.1 0.8
H -1.694371 -3.536313 6.722184 0.2 1.1 0.0
H -0.891657 -4.939182 6.770055 0.6 -0.9 -0.9
C -2.486863 -0.424730 2.084880 1.1 0.4 -1.2
C -3.016787 -0.947564 3.373833 -0.7 0.4 0.8
O -3.727881 -2.107388 3.017968 -0.2 -1.6 -1.6
C -3.631710 -2.332821 1.641391 -1.2 0.8 0.9
O -4.269933 -3.126907 1.010699 0.8 0.1 0.8
O -2.886444 -1.363390 1.102778 0.1 -1.0 -0.6
H -1.396934 -0.414665 2.092188 -0.1 0.4 0.0
H -2.915385 0.497178 1.691749 0.3 0.4 0.7
H -3.756830 -0.272346 3.803374 0.2 0.1 0.3
H -2.229149 -1.169965 4.093747 -0.1 -0.1 0.0
C 5.976809 -1.805024 -0.862292 1.5 1.7 -1.9
C 5.323959 -2.635739 0.144202 0.2 -0.2 0.2
O 4.144205 -2.990013 -0.553227 -1.5 -1.2 0.2
C 3.877811 -2.205370 -1.624046 -1.3 0.6 -0.2
O 2.865275 -2.246663 -2.306095 2.9 0.1 1.6
O 4.910781 -1.306234 -1.710233 -0.4 -0.4 -0.2
H 6.674866 -2.332466 -1.512395 0.0 -0.2 0.0
H 6.517754 -0.950605 -0.455556 -0.2 0.0 0.0
H 5.193245 -2.030271 1.041098 -0.8 -0.4 0.3
H 5.924478 -3.521272 0.352303 -0.3 -0.1 0.2
C 1.326397 -7.874332 1.635832 1.3 -2.8 -0.1
O 1.344871 -6.533471 1.969395 0.3 2.2 0.6
C 2.389691 -6.038113 2.723678 2.1 -3.4 0.8
O 3.290161 -6.774883 3.235508 -3.1 3.1 -1.8
O 2.260814 -4.725730 2.786256 -1.3 0.0 -1.8
C 3.199239 -3.911049 3.414546 1.7 -0.6 2.9
H 2.349539 -8.239211 1.545498 0.2 0.0 0.3
H 0.887202 -8.212595 0.697325 -0.4 1.5 -0.4
H 0.830268 -8.540474 2.341665 0.0 0.5 0.7
H 3.213228 -4.310634 4.428572 0.5 0.1 0.4
H 2.991904 -2.858445 3.607267 -1.0 -0.1 -1.1
H 4.233628 -3.980296 3.077861 -0.2 -0.3 -0.7
C -0.699164 -1.627281 -2.389854 -3.3 0.1 -1.4
O 0.007241 -1.148198 -3.561485 2.1 0.3 -0.1
C -0.472978 -0.378071 -4.564988 -3.7 -0.6 1.6
O -1.628002 0.081198 -4.565350 2.5 -0.5 -0.3
O 0.400706 -0.315983 -5.559509 0.4 -1.2 0.6
C 0.058161 0.257774 -6.823778 0.9 1.3 1.0
H -0.308365 -2.389955 -1.716285 1.6 0.5 -0.6
H -1.536338 -2.154103 -2.847787 -0.4 -0.3 0.1
H -1.228032 -0.888191 -1.788072 0.7 0.5 -0.2
H 0.993866 0.182378 -7.377735 -0.3 -0.4 -0.3
H -0.004078 1.317945 -6.578297 -0.8 0.2 -0.6
H -0.809156 -0.152911 -7.340708 0.1 0.0 0.4
C 1.585238 -1.230840 1.519647 0.6 0.9 0.9
O 0.995506 -0.557905 0.414532 -0.1 -0.6 -0.8
C 0.428638 0.639858 0.522159 1.1 0.7 3.2
O 0.374641 1.318199 1.558755 -0.2 -1.2 -2.1
O 0.017461 0.970569 -0.664827 0.2 -1.3 -1.6
C -0.753447 2.110365 -0.828907 -0.2 1.3 0.0
H 1.430672 -2.308547 1.467144 -0.4 0.3 -0.1
H 1.243828 -0.764402 2.443750 -0.5 -0.5 0.1
H 2.657140 -1.037826 1.562936 0.2 0.0 -0.5
H -1.161392 2.186113 -1.836847 -0.1 -0.8 0.0
H -0.084811 2.970747 -0.801079 -0.3 0.3 0.7
H -1.527935 2.058661 -0.063670 -0.1 0.8 -0.1
C 0.856779 -4.874663 -2.905460 -0.5 0.6 0.8
O 0.421537 -5.117746 -1.553346 -0.7 -2.2 0.0
C -0.172550 -6.343785 -1.264196 1.3 -1.1 -2.4
O -0.095227 -7.449089 -1.832943 0.7 3.1 0.4
O -0.907518 -6.246585 -0.235617 -1.6 -1.5 1.9
C -1.217562 -5.090003 0.474817 0.7 1.9 0.4
H 0.003798 -5.005970 -3.571254 0.2 -0.4 -0.2
H 1.735015 -5.471432 -3.151759 -0.2 0.1 -0.1
H 1.044462 -3.804271 -2.821020 0.6 -0.2 -0.6
H -1.615031 -4.335663 -0.204212 -0.4 -0.1 0.1
H -0.312257 -4.646567 0.889392 0.0 -0.1 0.2
H -1.892719 -5.328561 1.296614 0.0 -0.1 -0.4
C -4.303309 6.506384 -7.490551 0.8 0.2 -0.3
O -4.436018 6.018612 -6.135167 -0.5 2.1 -0.5
C -4.317265 4.763383 -5.804511 1.1 -2.8 -0.7
O -4.109248 3.872191 -6.623342 -0.4 0.8 1.4
O -4.382238 4.662066 -4.460124 -0.4 1.7 -0.9
C -4.224832 3.458178 -3.723864 0.5 -0.2 -0.4
H -3.270175 6.609345 -7.822406 0.5 -0.2 0.8
H -4.671977 7.532138 -7.490383 -0.4 -0.3 0.2
H -4.687071 5.940924 -8.339714 -0.9 -0.5 0.8
H -3.798620 2.737614 -4.421888 -0.4 -0.6 0.4
H -5.172292 3.225949 -3.237571 -0.1 -0.4 -0.5
H -3.523660 3.647712 -2.911132 0.2 0.2 -0.3
C -1.185636 6.851401 -1.174090 -0.4 -1.5 -0.1
O -0.717859 6.927294 -2.547187 -0.4 1.4 1.7
C -0.624257 5.828179 -3.255873 -1.1 -2.3 0.1
O -1.072765 4.710094 -3.037382 0.4 1.3 0.3
O 0.025749 6.159718 -4.334122 1.0 0.7 -0.9
C 0.266566 5.233196 -5.375587 0.6 0.8 -0.9
H -1.677000 7.740825 -0.779633 0.5 0.5 -0.8
H -0.366043 6.545548 -0.523847 0.0 0.2 -0.1
H -1.954293 6.080572 -1.118475 0.1 -0.2 0.0
H 0.915740 5.804202 -6.039384 0.1 0.0 -0.1
H -0.639869 5.089054 -5.963551 -0.1 -0.8 0.4
H 0.871429 4.373046 -5.088570 -0.7 -0.3 0.3
C -3.855590 3.163050 2.826393 1.8 1.3 -0.8
O -3.996731 4.632489 2.771147 -3.3 -1.9 0.3
C -3.049925 5.485232 2.675157 5.1 -1.5 1.2
O -1.828948 5.227037 2.640531 -2.5 0.6 -0.7
O -3.543962 6.681084 2.844821 -0.9 1.5 -0.7
C -2.738645 7.793336 2.544449 0.7 1.7 0.5
H -3.297474 2.959069 1.912610 0.0 -0.6 0.1
H -4.811809 2.640076 2.810454 -0.1 0.8 0.2
H -3.238712 2.906915 3.687756 -0.2 -0.1 0.0
H -2.488131 8.006693 1.505312 -0.3 -0.9 -0.3
H -1.797902 7.854438 3.091594 0.0 -0.6 0.1
H -3.287493 8.683642 2.851391 -0.3 -0.2 0.2
C 5.116861 1.135664 0.826038 -0.1 0.0 1.3
O 4.362389 1.520631 2.016843 -0.3 -1.1 0.5
C 4.218527 0.630241 3.059058 0.7 -1.5 0.5
O 4.549684 -0.570964 3.127806 -0.6 2.9 -1.0
O 3.705063 1.311414 4.082052 0.2 1.7 -3.2
C 3.262510 0.750037 5.236039 -0.5 -2.2 2.4
H 4.529045 0.593253 0.085527 -0.2 -0.3 0.4
H 5.963486 0.577303 1.225483 0.1 -0.2 -0.6
H 5.438345 2.062059 0.350059 0.0 0.0 0.3
H 4.094921 0.224096 5.703552 0.0 0.2 0.5
H 2.488487 -0.015287 5.178905 -0.1 -0.2 -0.9
H 2.764961 1.471405 5.884248 0.7 0.5 -0.2
```
Forces are in eV/Å.

Its multiplicity is 2. As for the LUMO energy (spin up / spin down): 0.0642 / 0.0637 Eh. The value obtained for the calculated total energy is -102755.38803 eV. The net charge is -1.


No. 4
A molecular structure, C4H10O2 in a non-equilibrium geometry. Source: the Open Molecules 2025 dataset; level of theory: the ωB97M-V functional and the def2-TZVPD basis.

XYZ file:
```
16
Properties=species:S:1:pos:R:3:forces:R:3
C -1.219846 -1.043448 -0.472825 0.0 -0.1 0.4
C -0.138189 -0.062497 -0.126416 0.0 -0.1 0.9
C -0.504246 1.382471 -0.008170 0.0 0.0 0.2
O 0.468158 -0.356306 1.697845 -0.6 0.2 -0.9
C 1.223303 -0.355048 -0.672688 -0.5 -0.1 -0.3
O 2.155254 0.260844 0.103382 -0.2 -0.3 1.0
H -0.875549 -1.811423 -1.181192 0.0 0.3 0.3
H -1.441229 -1.535030 0.472392 -0.3 -0.3 0.0
H -2.136403 -0.580121 -0.860880 0.3 0.0 0.2
H -0.923955 1.777507 -0.944122 0.1 -0.3 0.1
H -1.274240 1.479950 0.758936 0.0 0.2 0.0
H 0.396501 1.944145 0.246574 -0.2 0.1 0.0
H 0.314078 0.368331 2.337417 -0.3 -0.4 -0.7
H 1.354907 -1.451544 -0.789446 0.0 0.2 0.1
H 1.052840 0.014923 -1.718761 0.6 0.1 0.2
H 1.548623 -0.032756 1.157960 0.8 0.4 -1.5
```
Forces are in eV/Å.

Its multiplicity is 1. As for the LUMO energy: 0.0186 Eh. Its energy above the lowest of the compared OMol25 structures with the same formula, charge and spin is 272.0 kJ/mol. The value obtained for the calculated total energy is -8402.72760 eV.